Record 1
Computed, not measured: C33H78BCuF4N2O7 as an isolated structure at a distorted geometry, with the ωB97M-V functional and the def2-TZVPD basis.

Geometry (Å):
Cu: 2.02 2.58 -1.36
F: 0.91 1.23 0.35
F: -1.13 1.61 1.07
F: -0.81 0.56 -0.94
F: -0.32 2.63 -0.74
O: -1.96 -5.51 -1.16
O: 3.53 1.97 0.52
O: -3.55 2.48 1.62
O: 0.40 4.62 2.09
O: -0.20 4.92 -4.82
O: 1.85 0.23 2.76
O: 2.05 0.34 -2.33
N: -3.12 -4.86 -1.70
N: 1.92 -0.98 3.35
C: -0.47 -1.64 2.63
C: -3.68 -5.67 -2.81
C: -3.89 3.67 0.91
C: -4.19 3.22 -0.55
C: 2.15 5.36 3.68
C: -0.95 5.30 -2.67
C: 1.76 -0.71 -3.14
C: 2.70 -0.54 -4.31
C: 2.19 -1.87 -2.26
C: 4.94 2.30 0.62
C: -4.10 -7.04 -2.29
C: 0.12 7.16 -4.05
C: -1.74 -2.90 -2.56
C: -2.74 4.66 0.98
C: 5.70 1.09 0.15
C: -4.98 -4.98 -3.27
C: 0.65 -2.69 4.69
C: 0.82 4.61 3.42
C: 2.74 -3.29 3.51
C: -2.92 -3.41 -1.77
C: 2.60 -2.02 1.18
C: -0.02 -0.23 4.73
C: -4.24 -2.74 -2.39
C: -0.76 5.91 -4.02
C: 2.84 -1.89 2.73
C: -4.80 -3.49 -3.60
C: -2.69 -5.78 -4.03
C: 1.41 -3.78 4.00
C: 4.30 -1.37 2.81
C: 1.03 3.09 3.70
C: 5.05 2.60 2.12
C: -2.84 -2.96 -0.30
C: 0.53 -1.38 3.80
B: -0.33 1.50 -0.06
H: 0.14 5.08 4.13
H: -1.73 6.17 -4.42
H: 1.58 -2.39 1.10
H: -1.52 4.38 -2.80
H: -2.32 -6.02 -0.42
H: 3.15 -1.86 -1.75
H: 6.03 2.36 2.53
H: -3.71 -3.37 0.21
H: 2.66 5.08 4.61
H: -3.30 -5.91 -4.92
H: 1.12 -2.47 5.65
H: 0.03 5.07 -2.25
H: -2.75 -1.89 -0.12
H: 3.31 -2.72 0.74
H: -1.39 -1.93 -2.21
H: 1.47 -1.95 -1.45
H: -4.48 -7.68 -3.09
H: -2.10 4.47 1.84
H: 0.73 -0.75 -3.47
H: 4.68 -1.22 3.82
H: 4.75 3.63 2.29
H: -4.14 -3.28 -4.44
H: -5.75 -4.96 -2.50
H: 0.23 2.47 3.28
H: -5.76 -3.10 -3.92
H: -2.74 2.15 1.21
H: 4.39 1.92 2.66
H: -4.79 4.11 1.32
H: -1.97 -6.60 -3.93
H: -0.29 0.69 4.20
H: 2.48 0.31 -4.96
H: -0.45 -2.61 2.13
H: 1.29 0.06 1.99
H: 1.95 2.74 3.22
H: -0.96 -3.66 -2.51
H: 2.87 5.11 2.90
H: -2.04 -3.41 0.29
H: -2.14 4.73 0.07
H: 3.25 1.42 1.25
H: -3.25 -7.58 -1.87
H: 5.66 0.33 0.92
H: 3.63 -3.44 4.12
H: -4.87 -7.03 -1.52
H: -5.01 2.51 -0.44
H: -0.39 -0.90 1.83
H: -4.55 4.02 -1.20
H: -0.44 7.83 -3.40
H: 1.13 7.03 -3.66
H: 1.39 0.19 -1.64
H: 2.24 -2.75 -2.91
H: -0.21 3.92 1.85
H: 2.96 -4.06 2.76
H: -4.94 -2.37 -1.65
H: 5.35 0.59 -0.75
H: -0.88 4.34 -5.16
H: 2.74 -1.37 -5.02
H: 0.66 0.09 5.51
H: -1.54 5.89 -1.96
H: -0.02 7.64 -5.02
H: -3.11 5.68 1.12
H: -1.50 -1.60 2.99
H: 4.94 -2.12 2.35
H: 6.78 1.24 0.04
H: -3.34 2.68 -0.96
H: 2.68 -1.04 0.71
H: -0.33 -2.99 5.05
H: 3.73 -0.48 -3.95
H: -3.89 -1.81 -2.84
H: 4.55 -0.43 2.32
H: -2.07 -4.89 -4.14
H: 1.95 6.41 3.87
H: 1.58 -4.61 4.69
H: 5.16 3.17 0.00
H: -0.98 -0.60 5.08
H: 0.87 -4.26 3.19
H: -1.98 -2.65 -3.59
H: 1.15 3.00 4.78
H: -5.36 -5.65 -4.05

Calculated total energy in a.u.: -4005.1420
Charge: 0
Kohn-Sham gap in eV: 7.1

***

Record 2
Computed, not measured: one molecule with the formula C24H30N6O4S at a distorted geometry, with the ωB97M-V functional and the def2-TZVPD basis.

Geometry (Å):
S: -4.52 2.12 -2.51
O: -2.04 1.50 3.03
O: 5.60 -0.16 -1.46
O: -2.32 -2.03 0.35
O: 4.21 -1.75 -3.44
N: -2.90 0.95 1.02
N: 1.83 2.53 0.78
N: -0.02 1.82 -0.18
N: -0.25 2.68 0.80
N: -1.40 -1.34 2.32
N: 0.84 3.10 1.37
C: -4.76 -0.71 0.99
C: 0.84 -1.38 1.21
C: -4.86 2.83 -0.07
C: 1.47 0.08 -2.01
C: 2.08 0.87 -1.04
C: -2.33 -1.34 1.35
C: 1.29 -3.77 1.48
C: 2.24 -0.76 -2.77
C: -5.74 3.27 -2.16
C: 3.62 -0.86 -2.60
C: -5.81 3.55 -0.83
C: 6.23 0.64 -0.49
C: -4.09 2.01 -0.84
C: 1.31 1.73 -0.18
C: 4.24 -0.06 -1.62
C: -3.43 -0.29 1.60
C: 5.60 -2.00 -3.41
C: -0.16 -3.48 1.85
C: -2.97 1.10 -0.42
C: -1.57 3.02 1.24
C: -2.21 1.75 1.84
C: -0.11 -2.01 2.25
C: 1.75 -2.51 0.72
C: 3.46 0.79 -0.86
H: 6.09 1.71 -0.69
H: -2.01 1.47 -0.80
H: -4.77 2.91 0.99
H: 1.41 -0.55 1.64
H: -0.54 -4.12 2.65
H: -3.55 -0.10 2.67
H: 5.92 -2.39 -2.44
H: 1.79 -1.39 -3.53
H: -2.16 3.42 0.41
H: -0.80 -3.59 0.97
H: 7.28 0.40 -0.55
H: 2.80 -2.30 0.91
H: 0.40 0.14 -2.15
H: 0.25 -0.98 0.39
H: 5.86 0.41 0.52
H: 1.40 -4.67 0.89
H: 1.88 -3.89 2.40
H: 0.33 -1.93 3.25
H: 3.89 1.41 -0.10
H: 5.76 -2.76 -4.18
H: -5.25 -1.42 1.66
H: -5.42 0.15 0.86
H: -6.34 3.67 -2.95
H: 1.62 -2.65 -0.35
H: 6.18 -1.11 -3.65
H: -1.46 3.75 2.03
H: -6.51 4.24 -0.40
H: -4.61 -1.20 0.03
H: -3.10 0.11 -0.85
H: -1.48 -0.62 3.03

Calculated total energy in a.u.: -1960.2129
Charge: 0
Kohn-Sham gap in eV: 8.6
SMILES string: COc1ccc(-c2nnn(CC(=O)N(Cc3cccs3)[C@@H](C)C(=O)NC3CCCC3)n2)cc1OC